1.
{"formula": "CH3F3NS", "method": "ωB97M-V with the def2-TZVPD basis set", "species": ["S", "F", "F", "F", "N", "C", "H", "H", "H"], "coordinates": [[2.82443, -0.25589, -0.10936], [2.61818, 0.78900, 1.11559], [1.06481, -2.33294, -0.17357], [2.59594, 0.87206, -1.24401], [1.32154, -0.93438, 0.26818], [0.13776, -0.16912, 0.17904], [-0.75271, -0.65161, 0.53174], [-0.00472, 0.30462, -0.83823], [0.18959, 0.75434, 0.65610]], "forces_ev_per_angstrom": [[-3.3, 1.9, 1.2], [0.9, -1.4, -2.1], [1.2, 3.3, 0.5], [0.4, -1.6, 1.6], [1.6, -2.6, -0.6], [-1.4, 1.4, -2.9], [-0.1, -0.8, 0.1], [-0.2, -1.5, 0.4], [0.8, 1.3, 2.0]], "e_homo_ev": -17.0, "homo_lumo_gap_ha": 0.3603, "e_lumo_ev": -7.18, "relative_energy_ev": 2.0582, "charge": 1}

2.
{"formula": "C12H29N2O9PS3Si2", "method": "ωB97M-V with the def2-TZVPD basis set", "species": ["S", "S", "S", "P", "Si", "Si", "O", "O", "O", "O", "O", "O", "O", "O", "O", "N", "N", "C", "C", "C", "C", "C", "C", "C", "C", "C", "C", "C", "C", "H", "H", "H", "H", "H", "H", "H", "H", "H", "H", "H", "H", "H", "H", "H", "H", "H", "H", "H", "H", "H", "H", "H", "H", "H", "H", "H", "H", "H"], "coordinates": [[-1.14568, -3.94361, 4.81355], [1.61007, 0.33689, 3.40761], [-2.08553, -0.86372, -5.21853], [0.18602, 0.64629, -0.51982], [1.61463, 2.70467, -4.48167], [0.01171, 1.08807, -2.70993], [0.10090, 2.72125, -8.70700], [-0.83923, -3.21600, 6.02568], [2.44521, 1.51117, 3.28829], [0.67831, 2.72125, -5.96382], [-0.13356, -4.65063, 4.06310], [0.61518, 2.66387, -3.07207], [1.46411, -0.49934, -0.25651], [0.56714, 0.03433, 2.45146], [0.78580, -0.19719, -3.57326], [-1.75995, 1.08263, -3.04770], [0.60166, 2.16412, 0.32896], [2.89031, -1.20855, 5.08614], [-2.50927, -5.05993, 5.12455], [0.83657, 4.01014, -6.61304], [1.52802, -0.94983, 5.73251], [2.66277, -1.09196, 3.58476], [-1.94581, 0.30366, -4.05678], [-3.15467, -3.72531, 3.15193], [0.36697, 4.04086, -8.14526], [0.92781, 0.28635, 5.06056], [-3.70532, -4.49883, 4.35223], [-2.02479, -2.86271, 3.69883], [-0.83400, 5.09231, -8.43071], [0.17327, 4.76145, -6.04973], [3.60687, -0.44968, 5.41738], [0.87636, -1.81100, 5.56412], [1.21980, 1.20356, 5.57487], [3.58337, -0.94778, 3.01999], [-2.70533, -5.10112, 6.19629], [-4.38324, -5.29689, 4.04221], [-0.15928, 0.22418, 5.00059], [1.40167, -1.18453, -0.96281], [1.94807, 4.29129, -6.58490], [-0.27734, 2.55546, 0.71980], [1.16535, 1.90646, 1.15828], [-1.34954, -2.49693, 2.92500], [-3.92527, -3.11906, 2.67214], [0.52437, -1.01663, -3.08459], [2.32004, 4.00692, -4.44835], [-2.22579, -6.04865, 4.76023], [2.66713, 1.68546, -4.51218], [3.28781, -2.18876, 5.35603], [1.26243, 4.45228, -8.75073], [2.11740, -1.95721, 3.20124], [-0.96757, 5.29815, -9.55300], [-1.79668, 4.64420, -7.98771], [-2.41531, -2.02679, 4.28337], [0.20576, 2.87171, -9.67693], [-0.52179, 6.06168, -7.91864], [-2.76403, -4.42703, 2.40811], [-4.27238, -3.81795, 4.99504], [1.61331, -0.80884, 6.81205]], "forces_ev_per_angstrom": [[-0.2, 0.1, -0.1], [0.1, -0.6, 0.3], [0.0, 2.8, 2.4], [-1.0, -0.8, 1.9], [-1.5, 1.2, -0.6], [1.3, 1.3, -0.3], [0.2, 1.5, -0.3], [0.3, -0.2, -0.2], [-0.3, 0.0, -0.4], [1.4, 0.7, 1.5], [0.1, 0.2, 0.3], [0.4, -2.8, -2.1], [-0.6, 1.1, -1.2], [0.1, 0.4, 0.2], [-1.1, 0.7, 1.6], [0.2, -3.3, -4.6], [0.3, -0.9, -0.2], [0.1, 0.1, 0.2], [-0.4, -0.4, 0.2], [-0.5, 0.2, -0.4], [0.0, -0.3, 0.0], [0.3, -0.3, 0.1], [0.4, 0.4, 2.0], [-0.1, -0.1, -0.1], [0.5, 0.9, -1.3], [-0.2, 0.0, 0.5], [-0.2, 0.1, 0.0], [-0.2, 0.2, -0.4], [0.5, -0.9, 0.5], [1.2, -0.8, -0.7], [0.0, -0.1, -0.1], [0.1, 0.1, 0.1], [0.0, 0.0, -0.2], [-0.2, 0.1, -0.1], [0.2, 0.0, -0.1], [0.1, 0.1, 0.1], [0.1, 0.1, -0.1], [0.2, 0.8, 0.8], [-1.7, 0.0, -0.1], [0.7, -0.7, -0.4], [-0.3, 0.2, -0.7], [0.1, 0.0, 0.2], [0.1, 0.0, 0.0], [0.4, 0.7, -0.9], [-0.2, -0.1, 0.2], [0.1, 0.1, 0.0], [-0.3, -0.4, 0.1], [0.0, 0.1, 0.0], [-1.2, -0.5, 1.1], [0.0, 0.1, 0.0], [0.2, -0.4, 1.7], [1.4, 0.9, -0.7], [0.1, -0.1, 0.0], [-0.2, -0.4, 1.1], [-0.7, -1.2, -0.6], [0.0, 0.1, 0.0], [0.1, -0.1, -0.1], [-0.1, 0.0, -0.1]], "e_homo_ev": -7.4, "homo_lumo_gap_ha": 0.2792, "e_lumo_ev": 0.23, "relative_energy_ev": 0.0000}

3.
{"formula": "C21H27ClN2O3", "method": "ωB97M-V with the def2-TZVPD basis set", "species": ["Cl", "O", "O", "O", "N", "N", "C", "C", "C", "C", "C", "C", "C", "C", "C", "C", "C", "C", "C", "C", "C", "C", "C", "C", "C", "C", "C", "H", "H", "H", "H", "H", "H", "H", "H", "H", "H", "H", "H", "H", "H", "H", "H", "H", "H", "H", "H", "H", "H", "H", "H", "H", "H", "H"], "coordinates": [[-3.46632, 2.35529, -1.63063], [1.06299, -0.60287, 0.65472], [-1.09028, 1.06893, 4.94833], [-1.28828, -0.67280, 1.83412], [0.45031, -0.08311, 3.70148], [-0.43913, 1.31020, -4.17600], [-0.77996, 0.38435, 3.99800], [3.96099, -0.54709, 4.62968], [1.75994, 0.88596, 5.52971], [-1.58829, 0.65439, -4.76194], [2.97458, 0.98226, 6.18457], [2.75259, -0.65264, 3.96923], [2.29403, -1.82640, -1.07303], [0.06170, 0.07675, 0.02644], [-0.67949, 2.18305, -3.04307], [2.31597, -0.75785, 0.01443], [-3.42676, -1.03832, -4.77189], [-0.88732, 1.48406, -1.71730], [0.17511, 0.77053, -1.16673], [-2.09148, 1.48844, -1.02906], [-1.84704, -0.07061, 2.98432], [-1.25653, -1.60040, -3.65078], [1.64346, 0.06508, 4.41228], [-1.17868, 0.08431, 0.69555], [-2.24020, 0.79126, 0.16079], [4.07723, 0.27248, 5.74053], [-2.25238, -0.48760, -3.96720], [-2.33553, 1.42797, -4.95977], [3.29322, -1.95373, -1.47999], [-1.25707, 0.25551, -5.72726], [4.81455, -1.10871, 4.27853], [-3.93066, -1.82775, -4.21895], [-0.48855, -1.24988, -2.96390], [2.66905, 0.20211, -0.38005], [5.02167, 0.35423, 6.25717], [0.28312, 0.63246, -3.96003], [-4.14888, -0.25277, -4.98187], [1.61838, -1.55319, -1.87948], [-1.54443, 2.80378, -3.28012], [-1.76444, -2.43716, -3.17679], [-2.47152, -0.82282, 3.47861], [1.95899, -2.77204, -0.65442], [0.19598, 2.83765, -2.95368], [1.11519, 0.79472, -1.69696], [0.51278, -0.63116, 2.84616], [-2.63584, -0.08871, -3.02415], [2.99461, -1.06216, 0.81586], [-0.77940, -1.95777, -4.56196], [-2.47357, 0.79292, 2.74608], [0.90160, 1.43526, 5.87836], [3.05782, 1.62042, 7.05173], [2.65317, -1.29938, 3.10919], [-3.19688, 0.79110, 0.65957], [-3.08013, -1.44856, -5.71842]], "forces_ev_per_angstrom": [[-0.2, 0.1, -0.1], [-0.4, 0.0, 0.1], [-0.1, 0.1, 0.2], [0.0, -0.1, -0.3], [0.1, -0.4, -0.5], [0.3, -0.1, 0.0], [-0.3, -0.1, -0.4], [0.0, 0.0, 0.0], [-0.2, 0.1, 0.0], [-0.2, -0.2, 0.1], [0.1, -0.1, -0.1], [-0.1, 0.0, 0.0], [-0.2, 0.3, 0.3], [-0.2, 0.0, 0.2], [0.2, 0.1, 0.0], [0.4, -0.2, -0.3], [0.1, 0.2, 0.2], [-0.4, 0.1, 0.1], [0.1, 0.0, 0.2], [0.4, 0.0, 0.1], [-0.1, 0.2, 0.4], [-0.2, 0.3, 0.1], [0.2, 0.1, 0.3], [0.2, 0.1, -0.2], [0.1, -0.2, 0.2], [0.1, 0.0, 0.1], [0.1, 0.0, -0.2], [0.0, 0.0, -0.1], [0.1, 0.0, -0.1], [-0.2, 0.0, 0.0], [0.1, 0.0, 0.0], [-0.1, -0.1, 0.0], [0.1, 0.0, 0.1], [0.0, -0.1, 0.1], [0.1, 0.0, 0.0], [0.0, 0.1, -0.1], [-0.1, 0.1, -0.1], [0.0, 0.0, -0.1], [0.1, 0.0, 0.0], [0.0, -0.1, 0.1], [0.1, 0.1, -0.1], [0.0, -0.1, 0.0], [-0.2, 0.0, 0.1], [0.1, -0.1, 0.0], [-0.1, 0.2, 0.2], [0.0, 0.0, -0.1], [-0.1, 0.1, -0.1], [0.1, -0.1, -0.1], [0.1, -0.1, 0.0], [0.0, 0.0, 0.0], [0.0, 0.1, 0.1], [0.0, -0.1, -0.1], [-0.1, 0.0, 0.1], [0.0, -0.1, -0.1]], "e_homo_ev": -8.5, "homo_lumo_gap_ha": 0.3348, "e_lumo_ev": 0.60, "relative_energy_ev": 0.1555, "smiles": "CCOc1cc(CNCC(C)C)c(Cl)cc1OCC(=O)Nc1ccccc1"}